1.
ORCA calculation (ωB97M-V with the def2-TZVPD basis set) on the molecule C4H6N4 at a distorted geometry.

Summary:
SMILES string: [H]/N=C(N)\C=C(/N)C#N

```
! wB97M-V def2-TZVPD RIJCOSX def2/J DEFGRID3
* xyz 0 1
C -1.5158 -0.2213 0.2064
C -0.1650 -0.8509 0.1080
C 0.8320 0.0442 -0.1730
C 2.2967 -0.3306 0.0321
H -2.3205 -1.0429 -1.3758
H -3.3384 0.2000 -0.6733
H -0.7886 1.4891 0.9524
H 0.2802 -1.8194 0.8983
H -0.4229 1.6298 -0.2348
H 1.3040 1.7905 -0.6241
N -2.7508 -0.8175 -0.3833
N -1.7277 0.8123 0.8398
N 0.5129 1.2915 -0.5787
N 3.4798 -0.4429 0.1245
*
```

---

2.
ORCA calculation (ωB97M-V with the def2-TZVPD basis set) on a cluster of 9 separate species, C15H50N2O9 in total at a distorted geometry.

Summary:
SMILES string: COC[C@H](C)N.COC[C@H](C)N.CO.CO.CO.CO.CO.CO.CO

```
! wB97M-V def2-TZVPD RIJCOSX def2/J DEFGRID3
* xyz 0 1
C 2.5717 1.5192 -4.7091
O 1.7697 2.5217 -4.1355
H 2.1091 0.7705 -5.3522
H 3.3793 1.9131 -5.3262
H 2.9922 0.8777 -3.9347
H 2.3056 3.0670 -3.5549
C 1.8177 -7.7225 -0.5287
O 1.1961 -8.9648 -0.1634
H 2.8614 -7.8951 -0.7915
H 1.3389 -7.2954 -1.4098
H 1.7642 -6.9203 0.2073
H 1.5496 -9.7123 -0.6512
C 0.7001 -3.8776 -5.1850
O 1.7866 -4.0402 -4.3129
H -0.1904 -3.6950 -4.5835
H 0.9402 -3.0764 -5.8839
H 0.5785 -4.8379 -5.6861
H 1.5973 -3.5388 -3.5164
C -2.1980 0.1213 6.5384
O -0.8902 0.5701 6.6883
H -2.3823 -0.6904 7.2421
H -2.9841 0.8279 6.8048
H -2.3974 -0.2333 5.5271
H -0.7343 0.8115 7.6043
C -3.0410 1.2302 -5.8722
O -2.8151 1.5352 -4.5136
H -2.9734 2.1142 -6.5063
H -2.3149 0.5029 -6.2355
H -4.0015 0.7149 -5.8664
H -1.8802 1.7318 -4.4187
C 0.4633 -0.7025 0.2287
O 1.4682 -1.6667 0.0448
H 0.9423 0.2514 0.4493
H -0.1938 -0.5323 -0.6241
H -0.0884 -0.9234 1.1425
H 1.8762 -1.8863 0.8857
C -4.3105 -4.3310 0.8704
O -5.1232 -5.5126 0.9345
H -4.9554 -3.5983 0.3853
H -4.0550 -3.9051 1.8407
H -3.4026 -4.5236 0.2988
H -5.5528 -5.6246 0.0834
C 6.1870 -0.9620 1.2475
C 5.6390 -0.4941 2.5763
C 5.3047 -1.6773 3.5522
O 4.1581 -2.3860 3.0584
C 3.3052 -3.0560 4.0336
N 6.6849 0.2931 3.2157
H 7.1339 -1.4730 1.4212
H 6.3527 -0.0997 0.6017
H 5.5607 -1.7047 0.7534
H 4.7363 0.0785 2.3635
H 5.1442 -1.3356 4.5748
H 6.2189 -2.2701 3.5833
H 3.7776 -3.7255 4.7524
H 2.4923 -3.6091 3.5629
H 2.8474 -2.2639 4.6261
H 7.2429 -0.4132 3.6739
H 6.1415 0.7652 3.9241
C -2.7137 4.7762 0.5100
C -3.7159 5.9485 0.6446
C -3.7628 6.7475 -0.6847
O -4.9375 7.5609 -0.7268
C -5.0037 8.5469 -1.7164
N -4.9898 5.3029 0.9477
H -3.0986 3.9896 -0.1389
H -2.5739 4.3232 1.4915
H -1.7350 5.0864 0.1437
H -3.4895 6.6401 1.4560
H -3.7687 6.1106 -1.5692
H -2.7966 7.2127 -0.8798
H -4.9390 7.9703 -2.6391
H -4.1701 9.2454 -1.6431
H -5.9822 9.0140 -1.6051
H -5.6267 5.9703 0.5366
H -5.1480 4.5137 0.3377
*
```

---

3.
ORCA calculation (ωB97M-V with the def2-TZVPD basis set) on a cluster of 2 separate species, CH6N2O2S in total at a distorted geometry.

```
! wB97M-V def2-TZVPD RIJCOSX def2/J DEFGRID3
* xyz 0 1
C -0.7607 -0.2621 -0.2794
N 2.6986 -0.8871 0.8918
N -2.1080 0.1325 -0.2213
O 0.2578 0.6717 0.1205
O 3.6916 1.2116 -0.1943
S 2.9095 0.0055 -0.3007
H -0.6849 -1.1899 0.3218
H -0.3781 -0.4675 -1.2853
H 3.0538 -0.5328 1.7038
H -2.2131 0.3326 0.7576
H -2.3566 0.9760 -0.7049
H 0.4899 0.5600 1.0950
*
```

---

4.
ORCA calculation (ωB97M-V with the def2-TZVPD basis set) on a structure of composition C3H6N2O.

```
! wB97M-V def2-TZVPD RIJCOSX def2/J DEFGRID3
* xyz 0 1
N -1.7014 0.1503 0.2051
C -0.4280 -0.5299 0.0003
C 0.3682 -0.3303 -1.3245
O 1.5367 0.1058 -0.5618
C 0.8059 0.1254 0.5936
N 1.0543 0.6803 1.6922
H -2.1723 -0.2307 1.0233
H -1.5854 1.1410 0.4170
H -0.5575 -1.5852 0.2393
H 0.7395 -1.1077 -2.0140
H -0.0976 0.4765 -1.8773
H 1.9881 1.0914 1.6472
*
```

---

In the order shown, the computed E_LUMO values come out to 0.001; 0.205; -0.108; 0.981 eV.
In the order shown, the computed DFT total energy values come out to -374.8767; -1387.9183; -699.8238; -302.6232 a.u..
In the order shown, the computed ΔE to the lowest compared entry with this formula, charge and spin values come out to 115.85; 52.14; 16.63; 43.89 kcal/mol.